[1]
This record from OMol25 describes a single C3H2F2N2S molecule. The level of theory is wB97M-V/def2-TZVPD.

ORCA input file:
```
! wB97M-V def2-TZVPD RIJCOSX def2/J DEFGRID3
* xyz 0 1
C -0.464 -0.684 0.839
C 0.658 0.079 -0.976
C -0.628 0.642 0.826
H 0.659 -1.840 -0.493
H 0.205 2.040 -0.417
N 0.542 -0.979 -0.060
N -0.003 1.066 -0.241
F -0.942 -1.822 1.432
F -1.498 1.457 1.598
S 1.471 0.043 -2.509
*
```

Values from the calculation:
**ΔE to the lowest compared entry with this formula, charge and spin**: 113.1 kJ/mol
**E_HOMO**: -8.3 eV
**E**: -22392.036 eV
**SMILES**: Fc1[nH]c(=S)[nH]c1F
**LUMO energy**: 0.43 eV
**Frontier orbital gap**: 8.7 eV

[2]
This record from OMol25 describes a molecular structure, C24H44O3P2SSm. The level of theory is wB97M-V/def2-TZVPD.

ORCA input file:
```
! wB97M-V def2-TZVPD RIJCOSX def2/J DEFGRID3
* xyz 1 6
Sm 0.038 -0.238 2.089
C -0.854 -2.203 2.951
C 0.483 -2.540 2.475
C 0.709 -0.855 4.133
C -0.732 -1.154 3.970
C 1.449 -1.726 3.209
C -2.126 -2.837 2.515
H -2.040 -3.257 1.511
H -2.965 -2.137 2.533
H -2.350 -3.656 3.207
C -1.825 -0.465 4.685
H -2.795 -0.662 4.224
H -1.683 0.621 4.707
H -1.844 -0.836 5.713
C 1.267 0.177 5.032
H 1.388 -0.267 6.021
H 0.599 1.040 5.114
H 2.240 0.540 4.688
C 2.929 -1.787 3.079
H 3.307 -2.465 3.851
H 3.398 -0.809 3.223
H 3.228 -2.180 2.106
C 0.817 -3.625 1.508
H 1.034 -4.538 2.075
H 1.698 -3.384 0.906
H -0.015 -3.835 0.833
C -1.708 1.132 -4.894
C -1.772 -0.205 -4.905
C -0.949 -1.203 -5.663
C 0.407 -0.713 -6.226
C 1.338 -0.203 -5.165
C 1.398 1.016 -4.614
C 0.582 2.242 -4.899
C -0.765 2.035 -5.634
H -1.544 -1.626 -6.490
H 0.237 0.028 -7.015
H -0.753 -2.052 -4.985
H -0.581 1.691 -6.658
H -2.427 1.655 -4.244
H -2.556 -0.664 -4.288
H -1.237 3.031 -5.729
H 0.374 2.731 -3.931
H 2.171 1.173 -3.851
H 1.187 2.969 -5.466
H 0.884 -1.580 -6.722
H 2.048 -0.952 -4.782
P -1.235 -0.080 -0.102
C -2.742 0.772 0.030
C -1.401 -1.468 -1.134
P 1.604 0.508 0.210
C 0.108 1.020 -0.775
C 2.512 -0.659 -0.698
C 2.585 1.877 0.623
H -2.718 1.546 0.811
H -3.528 0.046 0.285
H -2.943 1.210 -0.949
H -1.542 -1.087 -2.145
H -2.294 -2.028 -0.821
H -0.543 -2.155 -1.106
H 2.853 2.361 -0.316
H 3.491 1.519 1.132
H 2.065 2.575 1.292
H -0.137 2.060 -0.516
H 0.251 0.911 -1.861
H 3.466 -0.830 -0.179
H 2.697 -0.209 -1.672
H 2.009 -1.628 -0.817
C -0.803 3.907 4.353
S -0.753 2.731 2.828
O -1.966 1.913 2.933
O -0.766 3.538 1.634
O 0.505 1.809 2.850
H -1.461 4.763 4.113
H 0.205 4.276 4.571
H -1.208 3.376 5.227
*
```

Values from the calculation:
**E_HOMO (spin up / spin down)**: -11.0 / -10.9 eV
**E**: -79052.636 eV
**LUMO energy (spin up / spin down)**: -2.75 / -2.53 eV
**Frontier orbital gap (spin up / spin down)**: 8.3 / 8.4 eV

[3]
This record from OMol25 describes a molecular structure, C65H53N4O2P4ReS2. The level of theory is wB97M-V/def2-TZVPD.

ORCA input file:
```
! wB97M-V def2-TZVPD RIJCOSX def2/J DEFGRID3
* xyz 1 2
Re 0.055 -0.954 -0.344
O -1.211 1.059 0.621
P -1.066 2.541 0.530
C -0.309 3.103 -1.044
P 1.321 2.299 -1.256
O 1.273 0.908 -0.685
C 2.609 3.268 -0.461
C 2.831 4.583 -0.868
C 3.865 5.311 -0.309
C 4.689 4.724 0.643
C 4.486 3.408 1.029
C 3.443 2.678 0.479
C 1.688 2.410 -3.021
C 2.955 1.983 -3.420
C 3.315 2.014 -4.756
C 2.417 2.486 -5.704
C 1.168 2.943 -5.309
C 0.804 2.912 -3.971
C -2.656 3.379 0.649
C -2.996 4.508 -0.089
C -4.239 5.096 0.089
C -5.139 4.559 0.998
C -4.803 3.429 1.732
C -3.562 2.838 1.560
C -0.043 3.192 1.860
C 0.545 2.293 2.738
C 1.341 2.748 3.776
C 1.559 4.110 3.922
C 0.964 5.013 3.050
C 0.154 4.561 2.023
H -0.215 4.190 -1.069
H -0.963 2.772 -1.855
H 2.204 5.020 -1.639
H 4.045 6.331 -0.626
H 5.497 5.295 1.082
H 5.147 2.944 1.749
H 3.287 1.644 0.750
H 3.657 1.635 -2.678
H 4.299 1.676 -5.051
H 2.696 2.514 -6.749
H 0.474 3.327 -6.045
H -0.167 3.292 -3.682
H -2.306 4.928 -0.811
H -4.504 5.976 -0.481
H -6.106 5.025 1.137
H -5.506 3.012 2.441
H -3.287 1.950 2.120
H 0.366 1.237 2.596
H 1.793 2.038 4.458
H 2.191 4.472 4.722
H 1.123 6.076 3.181
H -0.338 5.269 1.365
S 2.005 -2.248 -0.082
C 3.655 -1.597 0.101
S 4.305 -0.476 -0.944
C 4.355 -2.284 1.089
C 5.761 -2.138 1.205
N 6.905 -2.031 1.294
C 3.702 -3.138 2.016
N 3.172 -3.808 2.792
N -0.688 -2.919 1.816
P -0.812 -3.178 0.150
C -2.492 -3.790 -0.154
C -2.744 -5.159 -0.234
C -4.049 -5.610 -0.362
C -5.100 -4.707 -0.405
C -4.850 -3.342 -0.357
C -3.548 -2.885 -0.237
C 0.228 -4.603 -0.255
C 0.366 -4.944 -1.600
C 1.242 -5.952 -1.965
C 1.967 -6.626 -0.990
C 1.816 -6.296 0.348
C 0.952 -5.279 0.721
P -0.222 -1.295 2.111
C -1.633 -0.683 3.085
C -1.455 0.266 4.090
C -2.544 0.732 4.809
C -3.821 0.266 4.526
C -4.005 -0.669 3.517
C -2.917 -1.140 2.800
C 1.105 -1.370 3.333
C 2.301 -0.705 3.085
C 3.319 -0.743 4.026
C 3.141 -1.455 5.201
C 1.947 -2.122 5.448
C 0.923 -2.077 4.520
H -0.959 -3.585 2.528
H -1.926 -5.864 -0.190
H -4.245 -6.673 -0.423
H -6.118 -5.066 -0.478
H -5.670 -2.639 -0.413
H -3.344 -1.822 -0.211
H -0.193 -4.404 -2.359
H 1.372 -6.203 -3.009
H 2.667 -7.400 -1.276
H 2.385 -6.811 1.110
H 0.890 -4.981 1.760
H -0.463 0.623 4.335
H -2.394 1.455 5.600
H -4.665 0.620 5.103
H -4.997 -1.042 3.295
H -3.066 -1.891 2.037
H 2.438 -0.172 2.150
H 4.256 -0.237 3.829
H 3.942 -1.498 5.928
H 1.820 -2.679 6.367
H -0.017 -2.581 4.711
C -3.466 1.973 -3.234
C -3.534 1.258 -2.048
C -2.586 0.291 -1.760
C -1.519 0.047 -2.630
C -1.485 0.744 -3.848
C -2.450 1.691 -4.140
N -0.489 -0.848 -2.275
C 0.041 -1.659 -3.306
C 1.417 -1.859 -3.418
C 1.921 -2.699 -4.395
C 1.065 -3.349 -5.272
C -0.306 -3.140 -5.181
C -0.817 -2.297 -4.212
H -4.213 2.722 -3.462
H -4.338 1.440 -1.345
H -2.678 -0.304 -0.860
H -0.681 0.549 -4.544
H -2.405 2.221 -5.083
H 2.087 -1.325 -2.755
H 2.990 -2.843 -4.477
H 1.464 -4.004 -6.035
H -0.980 -3.639 -5.865
H -1.885 -2.141 -4.127
*
```

Values from the calculation:
**E_HOMO (spin up / spin down)**: -9.2 / -9.1 eV
**E**: -139274.761 eV
**LUMO energy (spin up / spin down)**: -4.06 / -4.01 eV
**Frontier orbital gap (spin up / spin down)**: 5.1 / 5.1 eV

[4]
This record from OMol25 describes a molecular structure, C34H37N3O9PRhSSe. The level of theory is wB97M-V/def2-TZVPD.

ORCA input file:
```
! wB97M-V def2-TZVPD RIJCOSX def2/J DEFGRID3
* xyz -2 5
Rh 0.224 -0.134 1.101
O 1.378 6.543 -1.080
C 0.667 6.306 0.098
C 0.359 4.847 0.341
C 0.221 4.329 1.628
C -0.024 2.983 1.793
N -0.130 2.133 0.764
C 0.039 2.633 -0.441
C 0.247 3.971 -0.721
C 1.056 0.904 -1.672
C 1.901 1.131 -2.749
C 2.949 0.261 -2.967
C 3.981 0.532 -4.033
O 5.230 0.843 -3.478
C 3.073 -0.833 -2.111
C 2.195 -0.972 -1.062
N 1.193 -0.098 -0.826
H 2.167 5.925 -1.110
H -0.283 6.847 0.014
H 1.183 6.700 0.986
H 0.338 4.964 2.496
H -0.109 2.543 2.778
H 0.402 4.297 -1.739
H 1.748 2.010 -3.360
H 3.611 1.330 -4.693
H 4.121 -0.366 -4.643
H 5.097 1.503 -2.748
H 3.882 -1.541 -2.228
H 2.286 -1.787 -0.358
N -1.736 -0.575 -0.048
S -3.020 -1.529 -0.126
C -4.361 -0.811 -0.894
C -4.367 -0.469 -2.294
C -5.525 -0.028 -2.881
C -6.728 0.098 -2.158
C -6.724 -0.252 -0.781
C -5.588 -0.699 -0.165
C -2.572 -2.826 -1.299
C -1.379 -2.770 -2.001
C -1.067 -3.772 -2.914
C -1.938 -4.832 -3.112
C -3.131 -4.888 -2.396
C -3.449 -3.886 -1.495
H -1.655 -0.024 -0.902
H -3.456 -0.548 -2.877
H -5.508 0.236 -3.934
H -7.629 0.457 -2.638
H -7.637 -0.160 -0.201
H -5.604 -0.963 0.888
H -0.692 -1.955 -1.803
H -0.133 -3.727 -3.460
H -1.692 -5.614 -3.819
H -3.816 -5.714 -2.548
H -4.387 -3.906 -0.952
C -1.237 -2.976 2.548
O -0.847 -2.023 3.529
P -0.715 -0.460 3.110
O -2.260 -0.030 3.278
C -2.844 1.046 2.541
O -0.198 0.091 4.529
C 1.194 0.176 4.859
H -0.876 -3.947 2.884
H -0.806 -2.747 1.569
H -2.324 -2.996 2.451
H -3.880 0.776 2.343
H -2.336 1.194 1.591
H -2.816 1.957 3.143
H 1.260 0.845 5.716
H 1.781 0.578 4.037
H 1.571 -0.810 5.133
C 2.075 0.256 1.809
C 2.940 -0.871 1.934
C 4.364 -0.691 1.969
C 5.214 -1.767 2.016
C 4.732 -3.093 2.055
C 3.341 -3.287 2.056
C 2.469 -2.224 2.002
H 4.748 0.320 1.915
H 6.286 -1.591 2.011
H 5.413 -3.934 2.089
H 2.942 -4.296 2.111
H 1.400 -2.409 2.029
O 3.439 4.986 -0.894
Se 3.637 3.375 -0.464
O 2.422 1.442 1.993
O -0.004 1.766 -1.514
O 4.709 2.697 -1.546
*
```

Values from the calculation:
**ΔE to the lowest compared entry with this formula, charge and spin**: 0.0 kJ/mol
**E_HOMO (spin up / spin down)**: 0.4 / -2.5 eV
**E**: -147233.049 eV
**LUMO energy (spin up / spin down)**: 4.13 / 4.11 eV
**Frontier orbital gap (spin up / spin down)**: 3.8 / 6.7 eV

[5]
This record from OMol25 describes a molecular structure, C8H18Cr2KO22P2V. The level of theory is wB97M-V/def2-TZVPD.

ORCA input file:
```
! wB97M-V def2-TZVPD RIJCOSX def2/J DEFGRID3
* xyz -2 7
K -3.580 0.129 -2.030
Cr -0.278 -1.919 -2.948
Cr 1.758 -1.730 -0.252
O -3.869 -3.135 -0.137
V -2.308 -2.962 -0.011
O -1.765 -3.513 1.389
P -0.728 -0.512 -0.500
O -2.074 -0.843 0.171
O -0.253 -1.938 -0.852
O 0.589 -0.199 0.310
O -0.819 -0.225 -2.048
P -1.938 -3.991 -2.827
O -2.739 -4.966 -3.614
O -1.617 -4.459 -1.363
O -2.222 -2.531 -2.575
O -0.430 -3.797 -3.169
C 2.178 -3.871 0.800
O 3.229 -3.202 0.497
O 1.649 -4.095 -0.321
O 1.454 -2.969 1.401
C 2.416 -1.292 -2.887
O 1.457 -0.952 -3.641
O 2.748 -0.632 -1.881
O 1.706 -2.203 -2.379
C 3.510 0.838 1.759
C 2.251 1.716 1.966
O 1.166 1.116 2.702
O 3.373 -0.232 0.852
H 3.825 0.541 2.768
H 4.340 1.498 1.472
H 1.894 2.179 1.049
H 2.602 2.479 2.666
H 0.698 0.692 1.956
H 4.267 -0.537 0.672
C 0.762 2.839 -2.245
C 0.392 4.279 -2.027
O 0.494 5.041 -3.223
O -0.190 2.126 -3.020
H 0.976 2.350 -1.284
H 1.726 2.587 -2.709
H 1.106 4.753 -1.349
H -0.618 4.305 -1.613
H 0.631 4.487 -3.994
H -0.269 1.226 -2.638
C -2.493 1.466 4.346
C -2.581 1.215 2.838
O -2.873 -0.154 2.604
O -3.790 1.878 4.796
H -1.835 2.283 4.647
H -2.127 0.613 4.922
H -1.632 1.459 2.351
H -3.341 1.864 2.389
H -2.367 -0.412 1.811
H -4.459 1.311 4.403
*
```

Values from the calculation:
**ΔE to the lowest compared entry with this formula, charge and spin**: 391.3 kJ/mol
**E_HOMO (spin up / spin down)**: -1.6 / -1.6 eV
**E**: -171068.785 eV
**LUMO energy (spin up / spin down)**: 2.64 / 2.63 eV
**Frontier orbital gap (spin up / spin down)**: 4.2 / 4.3 eV

[6]
This record from OMol25 describes a single C22H36N2O2 molecule. The level of theory is wB97M-V/def2-TZVPD.

ORCA input file:
```
! wB97M-V def2-TZVPD RIJCOSX def2/J DEFGRID3
* xyz 0 1
C -4.077 -3.324 -1.291
C -3.663 -1.863 -1.409
C -2.318 -1.564 -0.746
C -2.355 -1.687 0.776
C -1.034 -1.254 1.407
C -1.003 -1.415 2.928
C -2.061 -0.624 3.699
H -3.048 -0.790 3.271
H -2.082 -0.993 4.728
C -1.815 0.887 3.773
N -1.885 1.561 2.493
C -3.035 1.674 1.817
O -4.099 1.244 2.227
C -2.989 2.383 0.460
H -3.263 1.637 -0.292
H -3.800 3.115 0.482
C -1.700 3.090 0.036
N -0.693 2.192 -0.493
C 0.432 1.862 0.179
O 0.627 2.248 1.325
C 1.416 1.019 -0.545
C 1.087 0.159 -1.589
C 2.063 -0.607 -2.193
C 3.398 -0.543 -1.795
C 3.714 0.312 -0.745
C 2.741 1.072 -0.126
H 2.994 1.726 0.695
H 4.728 0.394 -0.390
C 4.431 -1.404 -2.503
C 5.845 -1.202 -1.952
H 6.168 -0.170 -2.069
H 5.899 -1.477 -0.902
H 6.540 -1.835 -2.500
C 4.053 -2.881 -2.327
H 3.083 -3.099 -2.766
H 4.014 -3.136 -1.270
H 4.794 -3.516 -2.808
C 4.442 -1.043 -3.996
H 4.684 0.010 -4.126
H 3.478 -1.231 -4.459
H 5.191 -1.635 -4.516
H 1.770 -1.270 -2.992
H 0.065 0.049 -1.921
H -0.818 1.867 -1.438
H -1.941 3.817 -0.747
H -1.256 3.629 0.876
H -1.009 1.913 2.123
H -0.829 1.089 4.193
H -2.580 1.318 4.429
H -0.012 -1.123 3.287
H -1.138 -2.475 3.162
H -0.225 -1.858 0.984
H -0.829 -0.217 1.144
H -2.562 -2.721 1.059
H -3.168 -1.065 1.152
H -2.028 -0.540 -0.998
H -1.554 -2.233 -1.151
H -4.432 -1.232 -0.957
H -3.599 -1.600 -2.469
H -4.996 -3.502 -1.844
H -3.303 -3.974 -1.695
H -4.249 -3.596 -0.253
*
```

Values from the calculation:
**ΔE to the lowest compared entry with this formula, charge and spin**: 0.0 kJ/mol
**E_HOMO**: -9.1 eV
**E**: -30475.701 eV
**SMILES**: CCCCCCCCNC(=O)CCNC(=O)c1ccc(C(C)(C)C)cc1
**LUMO energy**: 0.54 eV
**Frontier orbital gap**: 9.6 eV

[7]
This record from OMol25 describes a single C8H16BNO molecule. The level of theory is wB97M-V/def2-TZVPD.

ORCA input file:
```
! wB97M-V def2-TZVPD RIJCOSX def2/J DEFGRID3
* xyz 0 1
B 0.911 -0.101 0.170
C 1.287 -1.588 -0.024
C 2.593 -1.482 -0.346
C 3.106 -0.084 -0.214
C -2.483 -0.888 1.132
C -2.733 1.138 -0.302
C -1.552 -0.936 -1.191
C 2.171 2.093 0.550
C -1.766 -0.038 0.009
N 2.004 0.736 0.143
O -0.608 0.649 0.436
H 0.872 -2.548 -0.072
H 3.106 -2.304 -0.814
H 3.810 -0.006 0.603
H 3.726 0.336 -1.123
H -2.338 -0.342 2.064
H -3.621 -1.003 1.059
H -2.013 -1.838 1.160
H -2.980 1.591 0.607
H -3.652 0.688 -0.563
H -2.319 1.786 -1.141
H -2.502 -1.334 -1.504
H -0.944 -0.479 -2.082
H -0.839 -1.643 -0.763
H 2.448 2.751 -0.200
H 1.374 2.614 1.027
H 2.944 2.230 1.379
*
```

Values from the calculation:
**ΔE to the lowest compared entry with this formula, charge and spin**: 224.8 kJ/mol
**E_HOMO**: -9.0 eV
**E**: -12768.805 eV
**SMILES**: CN1CC=CB1OC(C)(C)C
**LUMO energy**: 0.71 eV
**Frontier orbital gap**: 9.7 eV

Number 1: maximum force 5.87 eV Å⁻¹. Number 2: maximum force 7.19 eV Å⁻¹. Number 3: maximum force 3.19 eV Å⁻¹. Number 4: maximum force 0.74 eV Å⁻¹. Number 5: maximum force 11.99 eV Å⁻¹. Number 6: maximum force 0.59 eV Å⁻¹. Number 7: maximum force 6.23 eV Å⁻¹.